No. 1
C45H49GdN4O4PSi | the ωB97M-V functional and the def2-TZVPD basis

XYZ file:
```
105
Properties=species:S:1:pos:R:3:forces:R:3:lowdin_spin:R:1
Gd -0.181551 -0.519076 -0.108961 1.1997 0.2940 -0.3470 6.819
C 3.717332 -1.261560 2.617558 0.0396 0.0136 0.0084 0.000
C 3.939403 -0.085666 3.312733 -0.0312 -0.0015 -0.0117 0.000
C 3.034736 0.952545 3.171795 -0.0275 -0.0058 -0.0201 0.000
C 1.918108 0.774602 2.363741 0.0931 -0.1297 0.0126 0.001
N 1.706464 -0.362102 1.684337 0.1004 0.0177 0.1825 -0.003
C 2.599941 -1.345984 1.805179 0.0216 -0.0802 0.0144 0.001
C 0.901674 1.841426 2.202547 -0.1553 0.1170 -0.0470 0.000
C 0.762528 2.864097 3.132533 0.0165 -0.0254 -0.0142 0.000
C -0.211313 3.830069 2.938212 -0.0069 -0.0244 -0.0537 0.000
C -0.999549 3.762381 1.804267 0.0268 0.0503 0.0583 0.000
C -0.794249 2.713360 0.925558 0.0018 -0.0111 -0.1023 0.000
N 0.111437 1.755157 1.120841 0.0602 0.2233 0.2115 -0.009
H 4.399825 -2.096471 2.689285 -0.0154 -0.0106 -0.0136 0.000
H 4.804534 0.025398 3.952918 0.0169 0.0145 -0.0307 0.000
H 3.207677 1.897805 3.664424 -0.0072 -0.0078 0.0232 0.000
H 2.409962 -2.233455 1.215082 -0.0141 0.0248 0.0116 0.000
H 1.390187 2.898360 4.010628 -0.0071 -0.0222 0.0138 0.000
H -0.348977 4.620206 3.664126 0.0022 0.0052 -0.0052 0.000
H -1.771923 4.492249 1.611317 -0.0165 -0.0003 -0.0390 0.000
H -1.372558 2.628354 0.014897 -0.0639 -0.0314 0.0177 0.000
O -4.217681 -1.241951 -1.136143 0.1525 0.0278 -0.0960 0.004
C -3.273266 -1.414295 -0.397174 -0.6360 -0.1880 0.4260 0.001
O -2.022994 -1.433096 -0.737587 -0.4746 -0.6054 -0.4630 0.001
C -3.491630 -1.624715 1.122998 0.3528 0.0173 -0.3542 0.002
P -2.203938 -0.605130 1.953942 -0.9691 -0.0356 1.1109 0.000
C -1.956930 -1.279699 3.630221 0.1840 0.0480 -0.1920 0.000
C -2.703696 -2.313661 4.180600 -0.0636 0.0202 -0.0559 0.000
C -2.407899 -2.786275 5.452202 -0.0189 -0.0381 -0.0043 0.000
C -1.370521 -2.227233 6.182531 0.0220 -0.0017 0.0229 0.000
C -0.622525 -1.189101 5.642463 0.0260 0.0175 0.0046 0.000
C -0.908895 -0.726469 4.369509 -0.0663 -0.0389 -0.0703 0.000
C -3.200084 0.903398 2.268787 0.0820 0.0626 -0.1149 0.001
C -3.409343 1.450261 3.530046 0.0939 -0.0030 -0.0629 0.000
C -4.155482 2.613677 3.669432 -0.0082 0.0129 0.0415 0.000
C -4.710724 3.229224 2.558558 0.0054 0.0644 0.0180 0.000
C -4.522120 2.679163 1.297557 0.0266 0.0202 -0.0334 0.000
C -3.764498 1.528950 1.153116 0.0125 -0.1087 0.0094 0.000
H -3.319393 -2.681345 1.337943 0.0515 0.0061 -0.0180 0.000
H -4.502826 -1.356265 1.414398 -0.0210 0.0090 0.0209 0.000
H -3.522324 -2.750958 3.622696 0.0052 -0.0143 0.0251 0.000
H -2.991654 -3.595858 5.870017 0.0029 0.0073 0.0122 0.000
H -1.139631 -2.602088 7.170970 -0.0191 0.0050 0.0010 0.000
H 0.186347 -0.744753 6.208426 -0.0024 -0.0226 0.0143 0.000
H -0.327082 0.081517 3.937953 0.0379 -0.0026 0.0509 0.000
H -3.000459 0.967472 4.407578 0.0141 0.0081 0.0208 0.000
H -4.315818 3.030291 4.655732 -0.0033 -0.0048 -0.0043 0.000
H -5.297322 4.131408 2.676032 -0.0098 -0.0171 -0.0041 0.000
H -4.967866 3.147020 0.428595 -0.0108 -0.0261 0.0052 0.000
H -3.634496 1.090375 0.167600 -0.0224 0.0859 -0.0162 0.000
C -0.289996 -3.582086 1.062777 -0.0188 0.0304 -0.6043 -0.002
Si 0.669463 -3.778739 -0.590204 -0.6138 -0.7296 0.6203 0.009
C -0.517350 -4.514304 -1.856595 0.2827 0.1634 0.0829 -0.001
C 2.062094 -4.997927 -0.178992 0.0725 0.4004 -0.3070 0.007
N 1.190694 -2.176627 -0.980085 0.1430 0.0040 0.1408 0.124
C 2.093100 -1.840249 -1.962559 0.1226 0.5259 -0.0865 0.009
C 2.689779 -2.742488 -2.860556 -0.2352 -0.0717 0.0722 0.015
C 3.572597 -2.331863 -3.843442 0.0683 -0.0574 -0.0568 0.000
C 3.903577 -0.993437 -3.983967 -0.0502 0.0050 0.0438 0.014
C 3.333818 -0.068261 -3.120991 0.0008 0.1377 0.0080 -0.002
C 2.468726 -0.488121 -2.130035 -0.1420 0.0295 -0.0231 0.012
O 1.812944 0.446064 -1.292979 0.4711 -0.4959 -0.2764 -0.003
C 2.462696 1.648825 -1.052334 0.0243 0.4580 0.1240 0.001
C 3.729994 1.681306 -0.491070 -0.0499 -0.2063 0.0617 0.000
C 4.324217 2.906407 -0.230435 0.0265 0.0282 0.0187 0.000
C 3.657923 4.089772 -0.517723 -0.0036 0.0268 -0.0153 0.000
C 2.381116 4.044818 -1.059079 0.0471 0.0166 0.0226 0.000
C 1.783284 2.824368 -1.332249 -0.0547 -0.1764 -0.1575 0.000
H -0.044377 -4.396214 1.745671 0.0945 0.0319 0.0307 0.000
H -1.362352 -3.643074 0.868085 0.0050 0.0951 0.0656 0.000
H -0.082606 -2.645427 1.598247 -0.0101 -0.1047 0.1158 -0.001
H -0.894371 -5.486053 -1.530475 0.0363 -0.0040 0.0338 0.000
H -0.040121 -4.653792 -2.829605 -0.0032 -0.0179 -0.0018 0.000
H -1.373050 -3.849268 -1.995089 0.0220 0.0349 0.0238 0.000
H 1.709249 -6.027232 -0.267422 -0.0729 0.0264 0.0047 0.001
H 2.414384 -4.856426 0.845134 -0.0139 0.0346 -0.0010 0.000
H 2.922859 -4.885528 -0.841020 0.0208 -0.0777 0.0302 0.000
H 2.431891 -3.791006 -2.773318 0.0145 0.0056 -0.0798 0.000
H 3.998840 -3.064420 -4.516794 0.0014 -0.0226 0.0416 0.000
H 4.583960 -0.667142 -4.757930 0.0042 0.0040 0.0100 0.001
H 3.561764 0.985618 -3.219308 0.0092 -0.0093 -0.0003 0.000
H 4.248338 0.755193 -0.271511 -0.0183 -0.0128 -0.0246 0.000
H 5.317115 2.936147 0.199234 0.0052 -0.0143 -0.0178 0.000
H 4.139856 5.041679 -0.338790 -0.0261 -0.0072 0.0584 0.000
H 1.850304 4.962225 -1.278634 0.0119 -0.0062 -0.0212 0.000
H 0.794282 2.764229 -1.768633 -0.0130 0.0006 0.0318 0.000
O -1.018927 0.954053 -1.721278 -0.0770 0.3215 -0.2510 -0.002
C -1.304116 0.766373 -2.925967 -0.0267 -0.0751 0.1087 0.000
C -0.751721 -0.391847 -3.717142 -0.0416 0.0070 0.0027 0.000
C 0.091826 0.008837 -4.956877 0.0407 0.1555 0.0181 0.000
C 0.144321 1.514826 -5.228191 -0.0765 -0.0978 -0.1103 0.000
C -1.173797 2.060203 -5.784708 0.0218 -0.0498 0.1596 0.000
C -2.384926 1.565397 -4.981212 0.2218 0.0057 -0.1997 0.000
N -2.130563 1.599434 -3.547623 -0.0642 0.1085 -0.0400 0.001
H -1.607977 -1.004273 -4.010209 -0.0047 -0.0271 0.0500 0.000
H -0.156247 -0.997571 -3.036632 -0.0333 -0.0365 -0.0210 -0.001
H -0.301513 -0.492632 -5.843156 0.0150 -0.0515 0.0147 0.000
H 1.108891 -0.354540 -4.811420 -0.0152 -0.0497 0.0254 0.000
H 0.942187 1.727427 -5.940971 0.0136 -0.0014 0.0184 0.000
H 0.411431 2.041941 -4.306921 0.0432 0.0292 -0.0090 0.000
H -1.299063 1.727409 -6.817233 -0.0162 0.0501 -0.0169 0.000
H -1.141331 3.151698 -5.793131 -0.0473 -0.0032 -0.0183 0.000
H -2.628160 0.541155 -5.265243 -0.0596 0.0108 0.0260 0.000
H -3.261201 2.175665 -5.186203 -0.0468 -0.0431 0.0424 0.000
H -2.492743 2.367956 -3.005202 0.0174 -0.0132 0.0690 0.000
```
Forces are in eV/Å.

Computed properties:
LUMO (spin up / spin down) = -2.8 / -4.5 eV
multiplicity = 8
Kohn-Sham gap (spin up / spin down) = 0.262 / 0.192 Ha
charge = +1



No. 2
C3H4Cl3OP | the ωB97M-V functional and the def2-TZVPD basis

XYZ file:
```
12
Properties=species:S:1:pos:R:3:forces:R:3:nbo_charge:R:1
C 0.341526 -0.054047 -0.712717 -4.2010 -2.4278 -0.9061 -0.623
C -0.919978 0.374407 0.146966 0.2482 -2.2031 -2.5352 -0.210
C -2.214601 -0.417112 -0.304740 0.3099 -0.1177 3.3648 -0.408
O -4.161444 0.782900 1.090410 -0.8723 0.1943 1.8888 -1.022
P -3.628803 0.885182 -0.247458 -0.5702 -0.6031 -1.7327 1.314
Cl -1.509133 2.054676 -0.052650 1.4300 1.0195 -0.0764 0.044
Cl -2.130801 -1.045332 -1.849796 -0.2480 -1.0195 -1.8189 0.070
Cl -2.624552 -1.821670 1.005003 0.7454 1.5557 -1.5973 -0.097
H -0.017213 0.144936 -1.747369 1.1324 0.1795 0.5298 0.228
H 0.408527 -1.234702 -0.692970 -0.0648 2.3915 0.3699 0.241
H 1.225502 0.384692 -0.433400 1.9918 1.1574 0.5705 0.224
H -0.745131 0.228852 1.157414 0.0987 -0.1268 1.9428 0.238
```
Forces are in eV/Å.

Computed properties:
ΔE to the lowest compared entry with this formula, charge and spin = 2.0038 eV
LUMO = 0.0 eV
Kohn-Sham gap = 0.343 Ha